Entry w
95
Properties=species:S:1:pos:R:3:lowdin_charge:R:1 method="wB97M-V/def2-TZVPD" charge=-1 homo_lumo_gap_ev=6.3 homo_energy_ev=-4.48
K -0.8809 1.0394 -0.5093 0.5099
C -2.0409 -3.8623 -0.4480 -0.0601
N -2.0101 -3.4655 0.9397 -0.1340
C -3.1098 -3.2332 1.7484 -0.0928
C -2.6210 -2.9107 2.9645 -0.1145
N -1.2456 -2.9394 2.9108 -0.0004
B -0.3417 -2.7713 4.1872 -0.4793
N 0.7102 -1.6360 3.9996 -0.0078
C 2.0605 -1.8764 3.8605 -0.1017
C 2.7068 -0.6945 3.8379 -0.0853
N 1.7357 0.2848 3.9640 -0.1286
C 1.9738 1.7111 3.9390 -0.0433
C 0.5127 -0.3019 4.0739 -0.7456
S -0.9470 0.5471 4.3111 0.4808
C -0.8675 -3.2741 1.6584 -0.7449
S 0.7022 -3.5073 1.0371 0.5720
H -3.0076 -4.3174 -0.6610 0.0877
H -1.2383 -4.5748 -0.6283 0.0579
H -1.8937 -3.0057 -1.1066 0.0644
H -4.1177 -3.3232 1.3826 0.1077
H -3.1281 -2.6446 3.8744 0.1139
H 0.2793 -3.7974 4.3733 0.0672
H -1.0857 -2.4940 5.0991 0.0600
H 2.4305 -2.8803 3.7607 0.1026
H 3.7492 -0.4517 3.7351 0.1082
H 2.9692 1.9080 4.3359 0.0879
H 1.2209 2.2017 4.5505 0.0516
H 1.9033 2.1031 2.9225 0.0812
O -0.7275 5.6918 -0.7130 -0.3194
S -0.7912 4.3660 -1.2993 0.5579
O -0.5528 4.2976 -2.7345 -0.3338
N 0.0017 3.2536 -0.5106 -0.2591
C 1.3813 3.3973 -0.3724 -0.2652
C 2.0903 4.5648 -0.6150 -0.0315
C 3.4798 4.6559 -0.4214 -0.0867
C 4.2139 3.5912 0.0107 -0.0702
C 3.5531 2.3635 0.2377 -0.1868
C 4.2644 1.1976 0.6099 -0.0254
C 3.6131 0.0117 0.7496 -0.0626
C 2.2205 -0.0223 0.5211 -0.1508
N 1.5264 1.0410 0.2022 0.0127
C 2.1558 2.2451 0.0482 -0.1984
C -2.4969 3.8865 -1.0663 -0.2848
C -3.2743 3.6202 -2.1818 -0.0692
C -4.6495 3.4729 -2.0381 -0.0848
C -5.2362 3.6179 -0.7907 -0.1043
C -4.4490 3.8905 0.3251 -0.0987
C -3.0772 4.0199 0.1920 -0.0589
H 1.5573 5.4454 -0.9409 0.0893
H 3.9669 5.6039 -0.6179 0.0999
H 5.2843 3.6591 0.1643 0.1003
H 5.3355 1.2697 0.7670 0.1121
H 4.1308 -0.8976 1.0245 0.1053
H 1.6747 -0.9581 0.6212 0.0519
H -2.7943 3.5656 -3.1488 0.0978
H -5.2621 3.2595 -2.9051 0.1042
H -6.3100 3.5220 -0.6831 0.1038
H -4.9069 4.0079 1.2999 0.1109
H -2.4527 4.2477 1.0467 0.1257
Br -4.0614 -0.2178 -1.0385 0.6121
C -4.4107 0.4183 0.7646 -0.9921
Br -2.8877 0.4415 1.9491 0.6137
H -5.1507 -0.2475 1.1900 -0.0046
H -4.7804 1.4281 0.6585 -0.0438
C 3.1087 0.9280 -3.2448 -0.1086
C 2.5332 -0.4762 -3.4547 -0.5432
C 2.9542 -1.0462 -4.8088 -0.1132
P 0.7406 -0.4411 -2.9743 1.0661
C 0.0056 -2.0552 -3.5379 -0.5540
C -0.2289 -2.3341 -5.0227 -0.1120
C 0.7904 -3.1876 -2.8668 -0.1380
C -0.0447 0.8961 -4.0084 -0.5367
C -1.5535 0.8246 -3.7481 -0.1470
C 0.2601 1.0292 -5.5006 -0.1003
H 4.2003 0.8992 -3.2870 0.0816
H 2.8231 1.3466 -2.2794 0.0545
H 2.7654 1.6195 -4.0173 0.0716
H 2.9691 -1.1184 -2.6801 0.0967
H 2.4908 -0.5211 -5.6436 0.0585
H 2.7133 -2.1047 -4.9011 0.0522
H 4.0387 -0.9478 -4.9190 0.0760
H -0.9793 -2.0382 -3.0534 0.0756
H 0.6844 -2.2593 -5.6125 0.0577
H -0.9626 -1.6536 -5.4548 0.0541
H -0.6169 -3.3506 -5.1431 0.0750
H 1.7988 -3.2746 -3.2779 0.0635
H 0.2853 -4.1429 -3.0317 0.0767
H 0.8672 -3.0417 -1.7872 0.0139
H 0.3033 1.8199 -3.5287 0.0885
H -1.9850 -0.1200 -4.0882 0.0695
H -2.0699 1.6376 -4.2613 0.0783
H -1.7672 0.9280 -2.6834 -0.0291
H 0.0314 0.1250 -6.0638 0.0566
H 1.3056 1.2809 -5.6748 0.0555
H -0.3388 1.8445 -5.9178 0.0791

---

Entry x
95
Properties=species:S:1:pos:R:3:lowdin_charge:R:1 method="wB97M-V/def2-TZVPD" charge=-1 homo_lumo_gap_ev=6.7 homo_energy_ev=-4.50
K -0.4512 -0.2717 1.4585 0.5678
C -4.7867 0.4919 0.5379 -0.0630
N -4.4151 1.7698 1.1015 -0.1297
C -5.2290 2.5339 1.9236 -0.0671
C -4.5322 3.6460 2.2160 -0.0806
N -3.3069 3.5816 1.5813 -0.0116
B -2.3150 4.8043 1.6501 -0.4746
N -0.8358 4.3628 1.5039 -0.0386
C 0.0224 4.8930 0.5592 -0.0882
C 1.2431 4.3588 0.7419 -0.0775
N 1.1303 3.4828 1.8129 -0.1211
C 2.2173 2.7049 2.3706 -0.0379
C -0.1588 3.4906 2.2787 -0.7716
S -0.7428 2.5380 3.5602 0.5958
C -3.2266 2.4231 0.8963 -0.6914
S -1.9386 1.8349 -0.0630 0.5808
H -4.8997 -0.2573 1.3198 0.0586
H -3.9998 0.1814 -0.1417 0.0355
H -5.7263 0.5820 -0.0078 0.0901
H -6.2152 2.2130 2.2167 0.1090
H -4.7960 4.4881 2.8343 0.1125
H -2.5519 5.5579 0.7199 0.0678
H -2.4919 5.3327 2.7300 0.0666
H -0.3250 5.5978 -0.1768 0.1115
H 2.1718 4.5055 0.2148 0.1120
H 3.0736 3.3493 2.5733 0.0919
H 2.5281 1.9053 1.6943 0.0933
H 1.8720 2.2644 3.3009 0.0367
O 0.6565 -3.7203 3.2321 -0.3188
S 1.0427 -3.0729 1.9953 0.5750
O -0.0593 -2.4077 1.2758 -0.5971
N 2.3720 -2.2636 1.9240 -0.1141
C 2.8463 -1.3519 2.8427 -0.2704
C 4.1801 -0.9760 2.8039 -0.0420
C 4.7338 -0.1151 3.7697 -0.1028
C 3.9835 0.3924 4.7976 -0.0738
C 2.6060 0.0799 4.8551 -0.1765
C 1.7381 0.5591 5.8675 -0.0260
C 0.4156 0.2399 5.8358 -0.0842
C -0.0679 -0.5344 4.7602 -0.1742
N 0.6987 -0.9901 3.8079 0.0291
C 2.0285 -0.7393 3.8571 -0.1745
C 1.4473 -4.4337 0.8963 -0.2574
C 2.3861 -4.3101 -0.1214 -0.0636
C 2.6132 -5.3765 -0.9809 -0.0878
C 1.8998 -6.5594 -0.8355 -0.1010
C 0.9688 -6.6831 0.1883 -0.0870
C 0.7497 -5.6242 1.0607 -0.0855
H 4.8001 -1.3916 2.0184 0.1020
H 5.7881 0.1304 3.7066 0.0944
H 4.4227 1.0180 5.5675 0.1011
H 2.1410 1.1922 6.6507 0.1141
H -0.2709 0.6039 6.5905 0.1042
H -1.1254 -0.7796 4.6937 0.1197
H 2.9270 -3.3780 -0.2176 0.0992
H 3.3534 -5.2830 -1.7676 0.0981
H 2.0686 -7.3832 -1.5196 0.0951
H 0.4155 -7.6063 0.3121 0.0984
H 0.0590 -5.7196 1.8909 0.1107
Br -3.5816 -3.0232 1.0828 0.6256
C -2.3058 -4.1613 0.1986 -1.0524
Br -1.8242 -3.5185 -1.5526 0.6299
H -2.7436 -5.1410 0.0899 -0.0026
H -1.4109 -4.1536 0.7989 -0.0566
C -2.3650 1.7906 -3.6805 -0.1354
C -1.6119 0.5234 -4.1058 -0.5716
C -2.5498 -0.6801 -3.9910 -0.1443
P -0.1177 0.2155 -3.0319 1.0800
C 0.6216 -1.2898 -3.8622 -0.5754
C 0.7130 -1.3399 -5.3850 -0.1182
C 1.9834 -1.5982 -3.2314 -0.1349
C 1.0356 1.6041 -3.5128 -0.5461
C 0.9305 2.7096 -2.4507 -0.1506
C 0.9085 2.1855 -4.9215 -0.1180
H -3.3398 1.8283 -4.1799 0.0743
H -1.8259 2.7028 -3.9412 0.0537
H -2.5315 1.8048 -2.6024 -0.0064
H -1.2867 0.6368 -5.1420 0.0822
H -2.8920 -0.7934 -2.9574 0.0587
H -2.0757 -1.6189 -4.2908 0.0490
H -3.4285 -0.5308 -4.6256 0.0755
H -0.0573 -2.0833 -3.5343 0.0452
H 1.4974 -0.6736 -5.7523 0.0644
H -0.2243 -1.0691 -5.8726 0.0595
H 0.9700 -2.3549 -5.7053 0.0753
H 2.7440 -0.8919 -3.5760 0.0638
H 2.3161 -2.6029 -3.5078 0.0730
H 1.9378 -1.5453 -2.1406 0.0652
H 2.0316 1.1611 -3.4172 0.0860
H -0.0696 3.1526 -2.4226 0.0577
H 1.6527 3.5097 -2.6499 0.0734
H 1.1183 2.3178 -1.4500 0.0512
H -0.0501 2.6896 -5.0607 0.0609
H 1.0048 1.4253 -5.6986 0.0530
H 1.6940 2.9314 -5.0828 0.0738

---

What should be chosen as the least stable of them? Choose entry x.